The following is a DFT calculation (wB97M-V/def2-TZVPD) of a 2-piece molecular cluster, C4H9N2OS overall at a distorted geometry.

Structure (ORCA input):
```
! wB97M-V def2-TZVPD RIJCOSX def2/J DEFGRID3
* xyz 1 1
C -0.35897 0.54620 -0.73976
C 1.68298 0.43972 0.26622
C -1.77492 1.10910 -0.99530
C 0.25597 -1.51141 1.55904
N 0.19551 -0.51034 -1.38095
N 0.49220 1.16529 0.07015
O 1.14353 -0.50015 1.87355
S 1.81001 -0.81074 -0.93739
H 2.56723 0.96803 0.54424
H -2.28777 0.13954 -1.37872
H -1.72374 1.81001 -1.79470
H -2.05131 1.47993 -0.07559
H -0.19661 -1.82046 2.45299
H 0.76191 -2.35843 1.09225
H -0.59938 -1.11853 0.93544
H -0.18575 -0.91467 -2.13726
H 0.26910 1.88689 0.64578
*
```

Output
* E_LUMO (alpha / beta): -4.227 / -4.226 eV
* energy relative to the best compared isomer or geometry (same formula, charge and spin): 3.965 eV

These are the Löwdin partial charges, in e, on atoms 1 to 6:
1. C -0.3175
2. C -0.3117
3. C 0.0814
4. C -0.2193
5. N -0.1602
6. N 0.1219